{"formula": "C5H9NO", "method": "wB97M-V/def2-TZVPD", "symbols": ["C", "C", "H", "C", "N", "C", "H", "H", "H", "H", "C", "O", "H", "H", "H", "H"], "positions_angstrom": [[0.591, 1.164, 0.097], [-1.626, -1.054, -0.041], [0.064, -0.298, 1.537], [-0.629, -0.092, -0.694], [1.826, -0.864, 0.872], [0.823, -0.061, 0.824], [-0.705, 1.878, -1.442], [-2.006, -0.713, 0.929], [-1.595, 1.719, 0.122], [1.438, 1.802, -0.180], [-0.771, 1.354, -0.489], [2.936, -0.298, 0.205], [-0.198, -0.477, -1.609], [3.630, -0.893, 0.509], [-2.496, -1.079, -0.718], [-1.282, -2.089, 0.077]], "forces_ev_per_angstrom": [[0.0530, -0.4411, 0.0424], [0.1767, 0.1308, 0.0058], [-0.5260, -0.6351, 0.1695], [-0.5255, 0.1758, -0.6433], [-0.0887, 0.5680, 1.0363], [0.3187, 0.0772, 1.0972], [0.0594, 0.2882, 0.2741], [0.2259, 0.0742, -0.2194], [-0.0585, -0.0876, -0.0307], [-0.2089, -0.8558, -0.8879], [-0.2885, 0.0471, 0.0058], [0.3400, -0.2098, -0.4664], [0.0470, 0.3469, -0.0845], [0.0376, 0.1591, -0.2644], [0.2292, 0.0365, 0.0602], [0.2087, 0.3257, -0.0947]], "orbital_gap_ev": 8.0, "lumo_ev": 0.7, "total_energy_ha": -325.71934, "multiplicity": 1}